No. 1
{"formula": "H4N2O2P", "method": "ωB97M-V with the def2-TZVPD basis set", "species": ["N", "N", "O", "O", "P", "H", "H", "H", "H"], "positions_angstrom": [[-0.4477, 1.2797, -0.8808], [-0.0541, 1.5786, 0.4771], [-0.3840, -2.4981, 0.5215], [2.1596, 0.9696, -0.8282], [0.8863, 0.3545, -0.3655], [0.2797, -1.9928, 1.0047], [-1.3417, 0.7317, -1.1010], [-0.5971, 1.3262, 1.3792], [-0.5010, -1.7494, -0.2068]], "relative_energy_kcal_mol": 108.9, "homo_ha": -0.13733, "gap_ev": 8.295, "charge": -1, "fmax_ha_per_bohr": 0.069}

No. 2
{"formula": "H4N2O2S", "method": "ωB97M-V with the def2-TZVPD basis set", "species": ["N", "S", "N", "O", "O", "H", "H", "H", "H"], "positions_angstrom": [[-1.7010, -0.6116, -0.1116], [-0.1932, -0.0193, 0.0774], [0.1081, 1.0377, 1.1557], [0.2237, 0.7024, -1.3600], [0.8982, -1.2201, 0.0262], [-2.1961, -0.3844, 0.7480], [0.1583, 0.8065, 2.1456], [-0.1165, 1.5345, -1.3204], [0.5035, -2.0279, -0.2394]], "relative_energy_kcal_mol": 69.5, "homo_ha": -0.35646, "gap_ev": 10.248, "smiles": "N=S(=N)(O)O", "fmax_ha_per_bohr": 0.111}

No. 3
{"formula": "H4N2O2S", "method": "ωB97M-V with the def2-TZVPD basis set", "species": ["N", "N", "O", "O", "S", "H", "H", "H", "H"], "positions_angstrom": [[-1.2909, 0.2790, 0.3239], [-1.9429, -0.4928, -0.4674], [1.9695, -1.1136, 0.2600], [2.1647, 1.5478, 0.0597], [1.3982, -0.0212, -0.4659], [-1.7721, -0.3712, -1.4189], [-2.0218, -1.4896, -0.3792], [-1.2938, -0.0460, 1.2878], [2.7890, 1.7076, 0.8000]], "relative_energy_kcal_mol": 90.6, "homo_ha": [-0.29211, -0.30353], "gap_ev": [7.563, 8.612], "fmax_ha_per_bohr": 0.082}